Run w
The following is a DFT calculation (ωB97M-V/def2-TZVPD) of a cluster of 3 separate species, CH8N2O2 in total.

Structure (ORCA input):
```
! RIJCOSX wB97M-V def2-TZVPD def2/J DEFGRID3
* xyz 0 1
H 2.92 0.36 -0.45
N 2.10 0.99 -0.36
C 0.91 0.57 -0.74
N -0.09 1.41 -0.45
H 0.70 -0.39 -1.25
H 0.26 2.34 -0.19
H -1.04 1.29 -0.73
O -1.19 -1.79 -0.73
H -1.09 -1.54 0.23
H -1.90 -2.36 -0.53
O -0.70 -0.46 1.46
H 0.11 0.05 1.41
H -0.99 -0.48 2.34
*
```

Computed properties:
Frontier orbital gap, eV: 9.5155
HOMO, eV: -8.90

=====

Run x
The following is a DFT calculation (ωB97M-V/def2-TZVPD) of a cluster of 3 separate species, CH8N2O2 in total.

Structure (ORCA input):
```
! RIJCOSX wB97M-V def2-TZVPD def2/J DEFGRID3
* xyz 0 1
H 1.90 -0.40 -3.06
N 1.77 -0.73 -2.09
C 0.62 -0.60 -1.50
N 0.57 -0.94 -0.15
H -0.26 -0.02 -1.84
H 1.37 -1.58 0.01
H 0.84 -0.08 0.34
O 0.04 0.98 2.51
H -0.03 1.91 2.60
H -0.59 0.51 3.17
O -2.02 0.82 0.06
H -1.88 -0.14 0.58
H -2.33 0.27 -0.64
*
```

Computed properties:
Frontier orbital gap, eV: 10.3653
HOMO, eV: -9.67

=====

The structure shown above that is least stable: run x.